(1)
Formula: C16H13ClN2OS
Source: the OMol25 dataset
Level of theory: wB97M-V/def2-TZVPD

## Properties
energy = -45188.8154 eV
multiplicity = 1
SMILES = Cc1nc2ccccn2c1C(=O)CSc1ccccc1Cl
energy relative to the best compared isomer or geometry (same formula, charge and spin) = 0.9771 eV
frontier orbital gap = 8.5 eV
LUMO = 0.271 eV
HOMO energy = -8.22 eV

Last column: Mulliken charge in e.
Positions of all 34 atoms, in Å:
Cl (-0.524, 2.980, -3.366)  -0.184
S (0.892, 1.978, -0.564)  -0.060
O (-1.772, 2.175, 1.703)  -0.654
N (-0.945, -0.397, 2.584)  0.073
N (-0.524, -2.195, 1.326)  -0.770
C (1.294, 1.333, -2.170)  -0.061
C (2.088, 0.254, -4.612)  -0.452
C (-0.691, -1.368, -0.951)  -1.252
C (2.719, -0.140, -3.443)  -0.555
C (-0.645, -1.749, 2.572)  0.333
C (-0.720, -1.150, 0.518)  0.916
C (1.078, 1.198, -4.566)  -0.571
C (-0.989, -0.378, 4.926)  -0.754
C (-1.115, 0.281, 3.738)  -0.058
C (2.320, 0.393, -2.233)  -0.360
C (-0.980, 0.016, 1.263)  -0.262
C (0.693, 1.750, -3.354)  0.618
C (-0.514, -2.439, 3.781)  -0.780
C (-1.288, 1.382, 0.912)  0.421
C (-0.941, 1.841, -0.490)  -0.509
C (-0.688, -1.752, 4.953)  -0.136
H (3.515, -0.868, -3.472)  0.387
H (0.593, 1.527, -5.471)  0.413
H (2.384, -0.166, -5.561)  0.376
H (-1.623, -1.044, -1.413)  0.357
H (-0.595, -2.257, 5.901)  0.419
H (-1.353, 1.330, 3.658)  0.436
H (-1.259, 1.141, -1.255)  0.464
H (0.137, -0.837, -1.415)  0.110
H (-0.279, -3.489, 3.750)  0.458
H (-1.372, 2.828, -0.655)  0.483
H (-1.127, 0.164, 5.847)  0.384
H (2.794, 0.090, -1.312)  0.409
H (-0.563, -2.433, -1.128)  0.361

(2)
Formula: C16H14BCl5N6Pt
Source: the OMol25 dataset
Level of theory: wB97M-V/def2-TZVPD

## Properties
expectation value of S² = 2.014
energy = -92292.1932 eV
multiplicity = 3
energy relative to the best compared isomer or geometry (same formula, charge and spin) = 2.3517 eV
frontier orbital gap (alpha / beta) = 3.7 / 7.0 eV
LUMO (alpha / beta) = 0.256 / -1.617 eV
HOMO energy (alpha / beta) = -3.46 / -8.64 eV

Last column: Mulliken charge in e.
Positions of all 43 atoms, in Å:
Pt (0.366, -0.811, -0.788)  0.482
Cl (5.858, -1.184, 0.748)  -0.187
Cl (6.348, 1.825, 0.049)  -0.186
Cl (1.282, 2.196, -1.816)  -0.096
Cl (4.000, 3.558, -1.109)  -0.197
Cl (3.136, -2.515, 0.049)  -0.107
N (-1.433, -1.473, -0.856)  -0.203
N (-2.206, 1.498, 0.356)  0.190
N (-2.531, -0.973, -0.163)  0.113
N (-1.219, -0.316, 1.813)  -0.060
N (-1.032, 2.138, 0.570)  0.155
N (-0.039, -0.727, 1.235)  -0.518
C (-3.626, -1.658, -0.546)  -0.192
C (-1.879, -2.490, -1.647)  0.071
C (4.603, -0.241, 0.068)  0.120
C (2.268, -0.029, -0.638)  -1.035
C (2.515, 1.296, -1.011)  0.552
C (3.336, -0.815, -0.186)  0.706
C (-1.102, -0.419, 3.155)  -0.362
C (-3.030, 2.368, -0.271)  -0.343
C (3.767, 1.900, -0.769)  0.210
C (-2.359, 3.578, -0.425)  -0.886
C (0.163, -0.908, 3.451)  -0.992
C (0.806, -1.100, 2.229)  -0.071
C (-1.086, 3.401, 0.115)  -0.085
C (4.817, 1.125, -0.224)  0.126
C (0.908, -1.970, -2.306)  -1.580
C (-3.253, -2.612, -1.484)  -1.060
B (-2.451, 0.096, 0.955)  0.380
H (-3.890, -3.299, -2.009)  0.383
H (0.244, -1.791, -3.161)  0.491
H (-1.935, -0.140, 3.780)  0.443
H (0.569, -1.099, 4.426)  0.403
H (-2.746, 4.481, -0.860)  0.422
H (-0.255, 1.624, 0.973)  0.057
H (1.783, -1.496, 2.009)  0.381
H (-0.239, 4.068, 0.176)  0.530
H (-1.199, -3.033, -2.281)  0.505
H (0.840, -3.014, -1.981)  0.357
H (-3.425, 0.068, 1.643)  -0.126
H (1.943, -1.761, -2.599)  0.314
H (-4.588, -1.413, -0.119)  0.431
H (-4.027, 2.067, -0.552)  0.467

(3)
Formula: C16H14BCl5N6Zn
Source: the OMol25 dataset
Level of theory: wB97M-V/def2-TZVPD

## Properties
energy = -137463.9437 eV
multiplicity = 1
energy relative to the best compared isomer or geometry (same formula, charge and spin) = 4.9373 eV
frontier orbital gap = 7.2 eV
LUMO = -1.592 eV
HOMO energy = -8.82 eV

Last column: Mulliken charge in e.
Positions of all 43 atoms, in Å:
Zn (-0.090, -0.350, 0.780)  -0.263
Cl (4.175, -0.828, 4.281)  -0.184
Cl (2.053, -2.047, 2.300)  -0.247
Cl (3.563, 2.023, 5.684)  -0.171
Cl (0.923, 3.631, 4.712)  -0.186
Cl (-1.114, 2.159, 2.735)  -0.104
N (-2.132, -0.470, -0.977)  0.021
N (0.020, 1.393, -0.663)  0.245
N (0.496, -1.009, -2.273)  -0.055
N (-1.868, -0.320, -2.332)  -0.129
N (0.641, -1.278, -0.891)  0.373
N (-0.082, 1.349, -2.057)  -0.138
C (0.808, 0.338, 2.415)  -1.035
C (1.974, -2.625, -2.082)  -1.139
C (1.334, -1.796, -2.983)  -0.104
C (-3.424, -0.819, -0.880)  -0.090
C (2.792, 0.167, 3.866)  0.130
C (1.323, 2.099, 4.041)  0.289
C (-1.139, -1.939, 1.598)  -1.333
C (0.261, 2.537, -2.580)  -0.188
C (1.483, -2.313, -0.830)  -0.017
C (0.444, 1.504, 3.093)  0.386
C (2.518, 1.441, 4.437)  0.152
C (0.331, 2.652, -0.354)  -0.179
C (0.517, 3.393, -1.516)  -1.207
C (1.894, -0.362, 2.902)  1.114
C (-2.986, -0.543, -3.027)  -0.155
C (-3.978, -0.850, -2.156)  -1.131
B (-0.458, 0.068, -2.849)  0.330
H (2.748, -3.361, -2.263)  0.389
H (-2.950, -0.445, -4.101)  0.442
H (-0.405, 0.187, -4.048)  -0.122
H (1.398, -1.679, -4.054)  0.445
H (1.706, -2.776, 0.107)  0.300
H (-1.660, -0.263, 1.474)  0.179
H (0.311, 2.656, -3.626)  0.482
H (-3.868, -1.041, 0.055)  0.498
H (-2.137, -2.189, 1.271)  0.451
H (0.798, 4.402, -1.542)  0.439
H (-1.093, -1.776, 2.661)  0.421
H (-5.019, -1.082, -2.358)  0.363
H (-0.528, -2.842, 1.386)  0.321
H (0.421, 3.001, 0.646)  0.407